{
  "formula": "C22H38N4O3S3",
  "method": "ωB97M-V/def2-TZVPD",
  "species": ["C", "S", "O", "C", "H", "H", "H", "H", "H", "H", "C", "S", "O", "C", "H", "H", "H", "H", "H", "H", "C", "S", "O", "C", "H", "H", "H", "H", "H", "H", "N", "C", "C", "C", "C", "H", "H", "H", "H", "H", "N", "C", "C", "C", "C", "H", "H", "H", "H", "H", "N", "C", "C", "C", "C", "H", "H", "H", "H", "H", "N", "C", "C", "C", "C", "H", "H", "H", "H", "H"],
  "coordinates": [[4.12340, -2.30253, 2.52262], [3.53572, -2.02096, 0.84850], [2.16572, -1.44716, 1.04983], [4.63475, -0.64386, 0.49018], [5.03160, -2.90100, 2.54745], [3.31680, -2.77525, 3.07550], [4.29422, -1.31736, 2.96064], [4.65743, -0.41083, -0.56761], [5.60902, -1.06260, 0.77066], [4.38036, 0.16723, 1.16515], [-2.09626, 0.26826, -2.88310], [-3.44709, 1.11547, -2.07484], [-3.17899, 2.57252, -2.29002], [-4.76771, 0.63466, -3.23231], [-1.13544, 0.61114, -2.51456], [-2.15161, 0.41384, -3.96416], [-2.18208, -0.80406, -2.69004], [-4.33194, -0.01494, -3.98972], [-5.12607, 1.54582, -3.70360], [-5.53486, 0.09031, -2.69083], [-1.30037, 0.55500, 2.44716], [-0.34118, 0.21914, 0.94631], [-1.14442, -0.60267, -0.00933], [-0.40818, 1.89786, 0.30948], [-0.78452, 0.03135, 3.24972], [-2.30920, 0.14235, 2.40009], [-1.38481, 1.62131, 2.63422], [0.16756, 2.54444, 0.96885], [-1.43511, 2.26325, 0.18863], [-0.06877, 1.90883, -0.72869], [0.93839, -3.21694, -1.26419], [0.80456, -2.12399, -2.07789], [0.76636, -2.56215, -3.37026], [0.81621, -3.98921, -3.33479], [0.94809, -4.35222, -2.02929], [1.11882, -3.18043, -0.27448], [0.65208, -1.16771, -1.60826], [0.65960, -1.96956, -4.26384], [0.77892, -4.64192, -4.19057], [0.99901, -5.32190, -1.56195], [3.28880, 3.04918, -1.88869], [3.31978, 2.55510, -0.61579], [4.55189, 2.80434, -0.10832], [5.30356, 3.47022, -1.11447], [4.48149, 3.64094, -2.18924], [2.46138, 3.12279, -2.45480], [2.48348, 2.04762, -0.16556], [4.89778, 2.50706, 0.86769], [6.32929, 3.78335, -1.01157], [4.64803, 4.12141, -3.13713], [-1.24263, 4.23928, 5.67490], [-0.16688, 3.58074, 5.11009], [-0.36561, 2.24905, 5.32848], [-1.66354, 2.06833, 5.88665], [-2.14763, 3.32686, 6.13880], [-1.45650, 5.21385, 5.56129], [0.62353, 4.14951, 4.65348], [0.29298, 1.44089, 5.05402], [-2.15025, 1.14484, 6.14865], [-3.07793, 3.69067, 6.54206], [-3.17339, -2.52736, -1.05511], [-4.52305, -2.43688, -1.29477], [-4.85303, -3.40757, -2.19380], [-3.65605, -4.09168, -2.54728], [-2.66131, -3.58060, -1.77329], [-2.67441, -2.05236, -0.31669], [-5.08102, -1.62724, -0.85411], [-5.82603, -3.56147, -2.63244], [-3.58730, -4.83257, -3.32563], [-1.64550, -3.86186, -1.54807]],
  "fmax_ha_per_bohr": 0.025,
  "mol_weight_da": 502.8,
  "charge": 0,
  "gap_ev": 8.130,
  "de_lowest_kj_mol": 0.0
}